Density functional theory data (the ωB97M-V functional and the def2-TZVPD basis) for C9H18O in the gas phase.

ORCA input file:
```
! RIJCOSX wB97M-V def2-TZVPD def2/J DEFGRID3
* xyz 0 1
C 2.36 0.42 0.12
C 1.23 1.19 -0.55
C 0.53 2.15 0.40
C 0.26 0.38 -1.52
O 0.98 -0.54 -2.32
C -0.95 -0.26 -0.90
C -1.11 -1.75 -0.79
C -1.12 -0.84 0.51
C -2.45 -0.51 1.15
C -0.08 -1.28 1.50
H 2.14 0.15 1.15
H 2.65 -0.48 -0.44
H 3.26 1.04 0.18
H 1.76 1.83 -1.28
H 1.24 2.88 0.81
H 0.08 1.64 1.25
H -0.26 2.71 -0.11
H -0.14 1.13 -2.21
H 1.60 -0.02 -2.86
H -1.82 0.23 -1.32
H -0.24 -2.38 -0.95
H -2.03 -2.21 -1.13
H -2.31 -0.15 2.18
H -2.98 0.28 0.61
H -3.10 -1.39 1.19
H 0.81 -1.69 1.03
H 0.18 -0.47 2.19
H -0.49 -2.08 2.13
*
```

Summary:
frontier orbital gap	9.976	eV
structure (SMILES)	CC(C)[C@@H](O)[C@H]1CC1(C)C
LUMO	0.820	eV

Mulliken atomic charge list, values in e, 8 entries: -1.521 0.725 -1.534 -0.680 -0.593 -0.181 -1.250 2.004

Density functional theory data (the ωB97M-V functional and the def2-TZVPD basis) for C9H18S4 in the gas phase.

ORCA input file:
```
! RIJCOSX wB97M-V def2-TZVPD def2/J DEFGRID3
* xyz 0 1
C -0.85 3.21 0.27
C -1.21 1.89 0.91
S -2.04 0.78 -0.22
C -2.19 -0.71 0.79
C -2.30 -2.10 0.06
S -1.25 -3.52 0.65
C 0.23 -3.39 -0.20
C 1.04 -2.12 0.25
S 2.73 -1.94 -0.55
C 2.89 -0.08 -0.25
C 1.85 0.63 -1.12
S 1.94 2.37 -0.49
C 0.27 3.05 -0.83
H -1.64 3.88 -0.17
H -0.21 3.81 0.95
H -0.27 1.35 1.22
H -1.91 2.00 1.86
H -3.01 -0.51 1.48
H -1.35 -0.58 1.45
H -3.27 -2.56 0.18
H -2.06 -1.91 -0.97
H 0.42 -3.61 -1.32
H 0.64 -4.31 0.37
H 1.13 -1.71 1.35
H 0.37 -1.41 -0.24
H 2.82 0.01 0.76
H 4.02 0.15 -0.42
H 0.79 0.42 -0.66
H 2.05 0.54 -2.21
H 0.56 4.03 -1.30
H -0.17 2.34 -1.60
*
```

Summary:
frontier orbital gap	9.234	eV
structure (SMILES)	C1CSCCSCCSCCSC1
LUMO	0.690	eV

Mulliken atomic charge list, values in e, 8 entries: -0.581 -0.433 -0.215 -0.486 -0.895 -0.105 -0.528 -0.062

Density functional theory data (the ωB97M-V functional and the def2-TZVPD basis) for a molecular structure, C9H19AlNO2.

ORCA input file:
```
! RIJCOSX wB97M-V def2-TZVPD def2/J DEFGRID3
* xyz -1 1
C -4.17 -1.82 -1.00
C -3.07 -1.47 -0.01
C -1.87 -2.41 -0.20
C -1.06 -2.61 1.07
C -0.64 -1.31 1.80
Al 0.19 0.01 0.51
O 1.85 -0.51 -0.03
C 2.41 0.69 -0.53
C 1.65 1.95 0.04
C 2.46 3.21 0.31
C 3.71 3.38 -0.48
N 3.83 3.07 -1.69
O 0.90 1.56 1.16
H -3.75 -1.85 -2.00
H -4.50 -2.83 -0.79
H -5.00 -1.12 -0.96
H -3.41 -1.59 1.01
H -2.76 -0.44 -0.15
H -1.26 -2.08 -1.03
H -2.31 -3.36 -0.50
H -1.63 -3.27 1.72
H -0.14 -3.11 0.79
H -1.54 -0.93 2.27
H 0.06 -1.56 2.58
H -0.58 0.37 -0.86
H 2.24 0.71 -1.60
H 3.47 0.66 -0.29
H 0.92 2.23 -0.72
H 1.87 4.10 0.16
H 2.74 3.19 1.36
H 4.57 3.82 0.04
H 4.77 3.30 -2.01
*
```

Summary:
frontier orbital gap	7.896	eV
LUMO	3.356	eV

Mulliken atomic charge list, values in e, 8 entries: -1.463 -0.079 -0.632 -0.909 -0.873 0.542 -0.597 -0.593

Density functional theory data (the ωB97M-V functional and the def2-TZVPD basis) for a molecular structure, C9H19BBrClCsNO.

ORCA input file:
```
! RIJCOSX wB97M-V def2-TZVPD def2/J DEFGRID3
* xyz 0 1
C 2.13 -1.33 2.36
C 2.80 -1.07 0.98
C 2.92 0.45 0.69
Br 4.78 1.06 0.71
B 2.08 0.93 -0.65
Cl 2.53 -0.15 -2.11
C 0.50 0.87 -0.23
C -0.47 1.01 -1.41
N -1.69 0.12 -1.28
C -2.40 0.31 0.02
C -2.66 1.79 0.47
C -1.34 -1.24 -1.44
C -2.24 -2.34 -0.85
O -0.38 -1.58 -2.00
H 2.34 -2.33 2.74
H 2.42 -0.54 3.07
H 1.05 -1.26 2.23
H 3.78 -1.53 0.97
H 2.17 -1.59 0.24
H 2.41 0.95 1.53
H 2.44 2.07 -0.87
H 0.28 0.00 0.40
H 0.33 1.74 0.42
H 0.01 0.77 -2.41
H -0.74 2.12 -1.48
H -1.86 -0.21 0.82
H -3.39 -0.16 -0.02
H -3.31 2.38 -0.22
H -3.23 1.72 1.41
H -1.77 2.36 0.70
H -2.07 -2.34 0.23
H -3.29 -2.07 -0.97
H -2.01 -3.30 -1.30
Cs -2.12 2.36 -2.77
*
```

Summary:
frontier orbital gap	6.473	eV
LUMO	-1.098	eV

Mulliken atomic charge list, values in e, 8 entries: -1.103 -0.368 -0.354 -0.232 0.407 -0.373 -0.008 -1.367

Density functional theory data (the ωB97M-V functional and the def2-TZVPD basis) for a molecular structure, C9H19BeBrCl6MgNO7PSSi.

ORCA input file:
```
! RIJCOSX wB97M-V def2-TZVPD def2/J DEFGRID3
* xyz 0 1
C 0.25 4.92 4.47
C 0.39 3.84 3.92
Si 0.89 2.14 3.22
S 2.76 2.45 2.19
P 1.06 0.79 5.00
O -0.34 1.10 5.87
O 2.29 1.46 5.91
H 0.22 5.67 5.30
H -0.13 1.68 2.29
H 3.07 3.78 2.43
H -0.16 1.99 6.26
H 3.06 1.55 5.31
O 0.98 -0.45 -0.01
C -0.21 -0.62 0.12
O -0.95 0.00 1.08
C -2.29 -0.49 1.03
C -2.46 -1.05 -0.36
C -1.07 -1.54 -0.69
H -2.41 -1.26 1.80
H -2.99 0.33 1.24
H -3.23 -1.82 -0.43
H -2.73 -0.24 -1.06
H -0.91 -2.57 -0.34
H -0.85 -1.44 -1.77
Mg -4.53 0.74 0.08
Cl -1.00 0.02 -3.04
C 2.28 2.00 -4.08
Cl 0.84 3.00 -4.41
Cl 2.14 1.17 -2.53
Cl 2.53 0.78 -5.41
H 3.15 2.65 -4.04
C 4.00 -2.12 -1.58
N 3.78 -3.34 -2.40
O 4.29 -4.37 -2.01
O 3.11 -3.21 -3.41
H 4.62 -2.38 -0.73
H 4.51 -1.39 -2.21
H 3.02 -1.75 -1.26
Cl 1.68 -1.39 6.44
C -4.84 -4.06 -2.25
O -4.66 -2.74 -1.76
H -3.88 -4.58 -2.24
H -5.55 -4.60 -1.62
H -5.21 -4.03 -3.28
H -5.51 -2.30 -1.79
Cl -0.89 4.55 -4.40
Be -0.93 6.56 3.04
Br 2.79 0.59 -7.89
*
```

Summary:
frontier orbital gap	1.851	eV
LUMO	-5.242	eV

Mulliken atomic charge list, values in e, 8 entries: 0.130 -0.950 0.865 -0.318 0.561 -0.438 -0.401 0.513

Density functional theory data (the ωB97M-V functional and the def2-TZVPD basis) for a molecular structure, C9H19ClHfINO3P.

ORCA input file:
```
! RIJCOSX wB97M-V def2-TZVPD def2/J DEFGRID3
* xyz 3 1
C 1.22 1.30 -0.80
C 0.27 2.45 -0.18
H 2.04 1.84 -1.27
H 0.66 0.69 -1.64
H 1.56 0.63 0.04
O -0.35 3.30 -0.83
I -1.12 0.78 1.34
Hf 0.89 -1.52 -0.83
P -1.40 -0.08 -1.98
C -2.57 1.28 -1.62
C -0.96 0.57 -3.63
H -2.23 -2.30 -2.51
H -3.23 -1.01 -3.26
H -3.36 -1.39 -1.51
C -2.68 -1.31 -2.36
H -0.28 -0.11 -4.13
H -1.87 0.71 -4.21
H -3.20 1.47 -2.49
H -2.07 2.22 -1.38
H -0.45 1.52 -3.50
H -3.23 1.08 -0.79
C 0.37 2.38 1.34
O 1.22 2.90 2.06
Cl -0.02 -3.67 -1.10
C 2.28 -0.78 3.48
N 3.40 -1.17 2.61
C 4.76 -1.15 3.16
C 3.27 -1.52 1.35
O 2.17 -1.51 0.71
H 2.73 -0.65 4.47
H 1.51 -1.57 3.52
H 1.86 0.20 3.17
H 5.29 -2.11 3.00
H 5.37 -0.33 2.75
H 4.67 -0.99 4.24
H 4.14 -1.78 0.77
*
```

Summary:
frontier orbital gap	5.940	eV
LUMO	-13.771	eV

Mulliken atomic charge list, values in e, 8 entries: 0.561 0.479 0.385 -0.444 -0.270 -0.455 0.293 1.448

Density functional theory data (the ωB97M-V functional and the def2-TZVPD basis) for 2 unconnected molecules or ions with the total composition C9H19F.

ORCA input file:
```
! RIJCOSX wB97M-V def2-TZVPD def2/J DEFGRID3
* xyz 0 1
C -0.09 -2.37 -1.41
C 0.89 -1.50 -1.22
C 1.40 -0.79 -2.43
C 1.52 -1.27 0.12
C 0.64 -1.69 1.36
C 2.16 0.14 0.35
H -0.51 -2.64 -2.42
H -0.55 -2.76 -0.52
H 1.15 -1.52 -3.26
H 0.75 0.07 -2.58
H 2.45 -0.38 -2.42
H 2.37 -2.03 -0.01
H 1.18 -1.84 2.34
H 0.02 -2.52 1.12
H -0.03 -0.75 1.43
H 2.58 0.17 1.40
H 3.08 0.28 -0.35
H 1.60 1.03 0.05
C -0.92 3.12 0.57
C -1.52 1.70 0.71
C -3.01 1.88 0.31
F -1.45 1.10 2.00
H -1.43 3.83 1.09
H -0.95 3.40 -0.46
H 0.18 3.06 0.93
H -1.02 0.96 0.11
H -3.71 1.01 0.54
H -3.58 2.72 0.91
H -2.96 2.24 -0.86
*
```

Summary:
frontier orbital gap	9.862	eV
structure (SMILES)	C=C(C)C(C)C.CC(C)F
LUMO	0.854	eV

Mulliken atomic charge list, values in e, 8 entries: -1.175 0.771 -1.372 0.728 -1.113 -1.331 0.286 0.169

Density functional theory data (the ωB97M-V functional and the def2-TZVPD basis) for a molecular structure, C9H19InNO.

ORCA input file:
```
! RIJCOSX wB97M-V def2-TZVPD def2/J DEFGRID3
* xyz 2 2
In -6.86 -2.06 -14.44
C -3.79 -1.30 -12.01
C -4.72 -1.15 -10.78
C -4.52 0.33 -10.24
C -5.69 0.97 -9.44
C -7.13 0.54 -9.99
C -7.27 -1.00 -10.21
N -6.14 -1.38 -11.14
O -6.30 -2.70 -11.60
C -7.25 -1.70 -8.82
C -8.74 -1.22 -10.81
C -4.19 -2.07 -9.57
H -2.83 -0.79 -11.99
H -4.20 -0.77 -12.87
H -3.56 -2.31 -12.34
H -3.58 0.40 -9.69
H -4.32 0.98 -11.09
H -5.72 2.05 -9.46
H -5.55 0.71 -8.39
H -7.41 1.14 -10.86
H -7.83 0.87 -9.22
H -6.58 -1.29 -8.06
H -8.25 -1.79 -8.39
H -6.91 -2.73 -8.83
H -9.05 -2.26 -10.69
H -9.46 -0.54 -10.35
H -8.58 -0.85 -11.82
H -4.42 -1.67 -8.59
H -3.11 -2.22 -9.68
H -4.65 -3.05 -9.57
H -6.24 -3.28 -10.83
*
```

Summary:
frontier orbital gap (alpha / beta)	9.829 / 6.669	eV
⟨S²⟩	0.7551
LUMO (alpha / beta)	-8.097 / -11.242	eV

Mulliken atomic charge list, values in e, 8 entries: 1.000 -1.886 1.333 -1.196 -0.742 -1.156 1.073 0.617

Density functional theory data (the ωB97M-V functional and the def2-TZVPD basis) for a molecular structure, C9H19K2O7.

ORCA input file:
```
! RIJCOSX wB97M-V def2-TZVPD def2/J DEFGRID3
* xyz 2 2
K 3.45 -0.35 -3.32
K 0.33 -0.91 -6.46
C 1.05 1.78 -4.16
O 0.58 0.43 -4.04
H 1.03 2.27 -3.19
H 2.12 1.62 -4.34
H 0.76 2.36 -5.04
C 1.57 -3.10 3.00
C 0.25 -2.61 2.39
O -0.13 -3.16 1.16
C 0.45 -2.75 0.00
O 1.37 -1.94 -0.10
O -0.13 -3.39 -1.00
C 0.13 -2.91 -2.27
H 2.26 -3.37 2.20
H 1.44 -3.97 3.65
H 2.11 -2.34 3.57
H 0.14 -1.54 2.51
H -0.48 -2.84 3.16
H 1.14 -3.06 -2.65
H -0.15 -1.89 -2.49
H -0.47 -3.58 -2.89
C -0.55 0.68 -0.30
C -0.37 2.16 -0.32
O -1.24 2.94 0.52
C -1.27 2.87 1.91
O -0.53 2.17 2.60
O -2.30 3.68 2.36
C -2.62 3.76 3.76
H -1.62 0.47 -0.31
H -0.02 0.03 0.39
H -0.30 0.29 -1.28
H -0.56 2.51 -1.33
H 0.70 2.31 -0.16
H -2.95 4.77 4.00
H -1.83 3.60 4.50
H -3.37 3.01 4.00
*
```

Summary:
frontier orbital gap (alpha / beta)	6.665 / 4.248	eV
⟨S²⟩	0.7539
LUMO (alpha / beta)	-7.774 / -10.190	eV

Mulliken atomic charge list, values in e, 8 entries: 0.965 0.999 -0.580 -0.247 0.269 0.232 0.334 -1.064

Density functional theory data (the ωB97M-V functional and the def2-TZVPD basis) for a gas-phase ion, C9H19N2 (charge +1).

ORCA input file:
```
! RIJCOSX wB97M-V def2-TZVPD def2/J DEFGRID3
* xyz 1 1
C 1.79 0.23 0.64
C -0.39 -0.33 -0.12
C -2.56 0.72 -1.00
C -2.26 0.26 1.50
C -2.46 -1.60 -0.06
C 0.26 1.95 0.60
C 4.02 -0.47 0.52
C 2.63 -0.51 -1.53
C -1.92 -0.20 0.10
N 0.45 0.54 0.29
N 2.71 -0.20 -0.13
H -0.13 -1.39 -0.42
H -3.57 1.07 -0.70
H -2.69 0.21 -1.95
H -2.17 1.78 -1.18
H -2.09 1.29 1.71
H -3.39 0.17 1.39
H -1.90 -0.47 2.27
H -3.29 -2.01 0.59
H -1.62 -2.39 0.29
H -2.86 -1.85 -1.08
H -0.37 2.45 -0.03
H -0.13 1.95 1.63
H 1.27 2.39 0.70
H 4.18 0.18 1.31
H 4.71 -0.34 -0.33
H 3.97 -1.54 0.84
H 2.71 -1.64 -1.78
H 3.40 -0.04 -2.10
H 1.71 -0.22 -1.97
*
```

Summary:
frontier orbital gap	8.755	eV
LUMO	-3.806	eV

Mulliken atomic charge list, values in e, 8 entries: -0.417 -0.541 -1.344 -1.661 -1.621 -1.025 -0.806 -0.981

Density functional theory data (the ωB97M-V functional and the def2-TZVPD basis) for a gas-phase ion, C9H19N2O4 (charge +1).

ORCA input file:
```
! RIJCOSX wB97M-V def2-TZVPD def2/J DEFGRID3
* xyz 1 1
C 3.53 1.06 -0.17
O 2.25 1.46 0.03
C 1.18 0.76 -0.45
O 1.08 0.66 -1.87
N -0.06 1.40 0.03
C -1.58 0.64 -0.27
O -2.08 1.39 -1.28
O -2.17 0.74 0.91
C -3.31 1.62 1.04
C -1.26 -0.86 -0.58
N -2.43 -1.49 -0.78
C -0.10 -1.40 -0.26
C 0.27 -2.84 -0.39
C 1.17 -0.63 0.15
C 1.20 -0.55 1.73
H 4.01 1.04 -1.14
H 3.67 0.07 0.43
H 4.16 1.72 0.43
H 1.36 1.35 -2.45
H -0.05 2.35 -0.22
H 0.01 1.37 1.09
H -1.59 1.18 -2.08
H -3.15 2.62 0.75
H -3.47 1.39 2.06
H -4.14 1.13 0.59
H -2.31 -2.47 -1.15
H -3.12 -0.98 -1.37
H -0.52 -3.54 -0.73
H 0.57 -3.32 0.63
H 1.18 -3.09 -1.02
H 1.92 -1.32 -0.21
H 0.30 -0.69 2.30
H 1.57 0.45 1.84
H 1.91 -1.22 2.43
*
```

Summary:
frontier orbital gap	8.915	eV
structure (SMILES)	CO[C@]1(O)[NH2+][C@](O)(OC)C(N)=C(C)[C@@H]1C
LUMO	-2.720	eV

Mulliken atomic charge list, values in e, 8 entries: -0.683 -0.421 -0.221 -0.590 -0.076 0.307 -0.565 -0.364

Density functional theory data (the ωB97M-V functional and the def2-TZVPD basis) for a gas-phase ion, C9H19N5O (charge +2).

ORCA input file:
```
! RIJCOSX wB97M-V def2-TZVPD def2/J DEFGRID3
* xyz 2 1
N -0.85 -1.57 1.20
C -1.46 -0.97 0.08
N -2.78 -0.37 0.39
O -3.64 -1.34 0.76
C -3.26 0.67 -0.29
N -4.53 0.80 -0.27
C -2.30 1.68 -0.72
C -0.98 1.47 -0.63
N -0.51 0.23 -0.38
N 0.86 -0.11 -0.10
C 1.55 0.80 0.79
C 2.81 0.11 1.14
C 3.74 0.00 -0.10
C 3.06 -0.64 -1.26
C 1.56 -0.37 -1.36
H -0.77 -0.97 2.14
H -0.93 -2.54 1.34
H -1.56 -1.77 -0.66
H -3.79 -1.56 1.76
H -4.86 1.56 -0.95
H -5.13 0.17 0.23
H -2.58 2.67 -1.15
H -0.38 2.31 -0.65
H 0.67 -0.91 0.50
H 0.88 0.76 1.69
H 1.55 1.85 0.40
H 2.55 -0.84 1.61
H 3.27 0.75 1.85
H 4.08 1.03 -0.28
H 4.61 -0.44 0.22
H 3.41 -0.32 -2.28
H 3.24 -1.69 -1.21
H 1.43 0.61 -1.86
H 1.04 -1.07 -1.98
*
```

Summary:
frontier orbital gap	9.491	eV
structure (SMILES)	N[C@H]1N(O)C(=[NH2+])C=CN1[NH+]1CCCCC1
LUMO	-7.042	eV

Mulliken atomic charge list, values in e, 8 entries: -0.571 -0.127 0.263 -0.562 0.474 -0.295 -0.865 0.060

Density functional theory data (the ωB97M-V functional and the def2-TZVPD basis) for 2 unconnected molecules or ions with the total composition C9H19NO2.

ORCA input file:
```
! RIJCOSX wB97M-V def2-TZVPD def2/J DEFGRID3
* xyz 0 1
C 3.09 2.52 -0.30
C 3.35 1.22 -0.14
C 2.22 0.25 -0.12
C 2.31 -1.10 -0.85
C 2.23 -1.72 0.54
O 2.07 -0.42 1.16
H 2.03 2.86 -0.44
H 3.83 3.30 -0.29
H 4.35 0.82 0.00
H 1.28 0.78 -0.36
H 3.28 -1.30 -1.35
H 1.44 -1.33 -1.48
H 1.38 -2.39 0.77
H 3.15 -2.23 0.86
C -2.02 -1.57 -0.82
C -1.38 -0.19 -0.80
C -1.68 0.55 0.52
N -1.02 -0.14 1.62
C -3.18 0.73 0.66
O -3.71 1.32 -0.52
H -3.11 -1.51 -1.00
H -1.87 -2.10 0.14
H -1.59 -2.21 -1.61
H -1.70 0.43 -1.64
H -0.29 -0.29 -0.93
H -1.27 1.58 0.41
H -1.46 0.08 2.50
H -0.06 0.16 1.69
H -3.43 1.30 1.57
H -3.65 -0.26 0.80
H -4.57 0.87 -0.62
*
```

Summary:
frontier orbital gap	10.024	eV
structure (SMILES)	C=C[C@H]1CCO1.CC[C@H](N)CO
LUMO	0.925	eV

Mulliken atomic charge list, values in e, 8 entries: -0.738 -0.528 1.289 -0.659 -0.266 -0.511 0.206 0.294

Density functional theory data (the ωB97M-V functional and the def2-TZVPD basis) for a molecular structure, C9H19NO5PPdSe4Te.

ORCA input file:
```
! RIJCOSX wB97M-V def2-TZVPD def2/J DEFGRID3
* xyz -1 1
Pd -1.84 0.64 -0.98
Se -5.29 -2.13 -4.14
Se -3.28 -1.28 -3.41
Se -3.87 0.77 -2.33
Se -2.15 2.21 -2.69
C -0.23 -2.84 1.98
C -0.01 -1.68 2.93
O -1.17 -0.81 3.04
P -1.61 0.05 1.77
O -2.15 -0.78 0.64
Te 0.15 1.38 0.83
O -2.76 0.94 2.40
C -2.49 2.05 3.27
C -3.01 3.31 2.61
H 0.65 -3.49 2.01
H -0.38 -2.50 0.96
H -1.10 -3.42 2.27
H 0.84 -1.07 2.62
H 0.16 -2.02 3.95
H -1.42 2.12 3.45
H -2.99 1.84 4.21
H -2.52 3.45 1.65
H -2.80 4.18 3.25
H -4.09 3.25 2.46
O 0.39 -2.15 -1.68
C 0.91 -1.32 -2.36
O 0.24 -0.56 -3.24
C 2.43 -1.09 -2.35
N 2.77 0.15 -3.09
C 2.98 1.16 -2.05
C 3.66 0.42 -0.89
C 2.98 -0.95 -0.91
H 2.85 -1.94 -2.88
H 0.90 0.07 -3.59
H 3.62 0.00 -3.60
H 2.00 1.54 -1.73
H 3.55 2.00 -2.44
H 3.53 0.93 0.07
H 4.73 0.33 -1.10
H 2.16 -1.00 -0.20
H 3.67 -1.76 -0.67
*
```

Summary:
frontier orbital gap (alpha / beta)	5.025 / 5.027	eV
LUMO (alpha / beta)	1.871 / 1.872	eV

Mulliken atomic charge list, values in e, 8 entries: 1.030 -0.671 -0.054 -0.187 -0.407 -0.850 -0.257 -0.436

How do the records compare in electronic energy? In the order shown, they have -11671.150; -52963.457; -21825.814; -96966.322; -204471.028; -48461.025; -12356.509; -18332.421; -56606.382; -12611.068; -20802.275; -19119.763; -15224.046; -302822.330 eV.